Entry 1:
Below is a molecular structure, C7H8OsSbSe4, with properties calculated with ωB97M-V with the def2-TZVPD basis set.

XYZ file:
```
21
Properties=species:S:1:pos:R:3:mulliken_charge:R:1
Os 0.01816 0.11254 0.14046 0.806
C 1.37811 -3.22557 1.34460 -1.310
C 0.95804 -1.82399 1.66025 0.754
C -0.36557 -1.52732 2.03473 -0.397
C -0.75267 -0.21833 2.38126 -0.529
C 0.19075 0.82553 2.35894 -0.568
C 1.50490 0.55278 1.93414 -0.539
C 1.87789 -0.76092 1.59160 -0.359
H 2.41129 -3.39319 1.64357 0.393
H 1.30809 -3.41704 0.27069 0.228
H 0.74196 -3.94653 1.85385 0.406
H -1.08991 -2.32959 2.09489 0.459
H -1.76333 -0.02757 2.71480 0.428
H -0.08516 1.81887 2.68310 0.480
H 2.24458 1.34130 1.92283 0.432
H 2.90166 -0.96684 1.30619 0.471
Se -3.28597 0.55743 -3.80051 -0.366
Sb -1.00815 1.02253 -3.30904 0.687
Se -0.82150 1.99559 -0.76549 -0.043
Se 0.01166 -1.03756 -1.78836 -0.068
Se 0.73372 1.94009 -4.64658 -0.365
```

Kohn-Sham gap (alpha / beta), eV: 4.45 / 4.45
Total charge: +1
Multiplicity: 1
E_LUMO (alpha / beta), eV: -6.75 / -6.75
Calculated total energy, a.u.: -10207.9056



Entry 2:
Below is a molecular structure, C30H20BrI2MgN3O2Se, with properties calculated with ωB97M-V with the def2-TZVPD basis set.

XYZ file:
```
60
Properties=species:S:1:pos:R:3:mulliken_charge:R:1
Mg -0.56419 -0.04949 1.87059 0.212
O 6.32914 -3.90476 2.52850 -0.469
C 5.06296 -4.12191 1.95717 0.327
O 4.65657 -5.17889 1.52607 -0.499
C 4.17174 -2.85748 2.02856 0.237
C 2.80802 -3.10302 1.74162 -0.939
C 1.84099 -2.09685 1.89766 -0.128
C 2.28726 -0.82680 2.39834 1.056
C 3.61745 -0.62468 2.66175 -0.438
C 4.56510 -1.59645 2.41469 -0.997
N 1.34797 0.14778 2.52581 0.159
C 1.57606 1.42345 2.80838 0.102
C 0.60350 2.41154 2.63371 0.514
C 0.83060 3.76991 2.97892 -1.232
C -0.05201 4.69934 2.45452 -0.063
C -1.18371 4.28015 1.73035 -0.789
C -1.44659 2.93793 1.70699 0.021
N -0.57215 2.00551 2.06450 0.026
H 6.99437 -4.01159 1.80609 0.350
H 2.49415 -4.07284 1.41204 0.488
H 0.78110 -2.33246 1.72025 0.436
H 3.76540 0.31696 3.13056 0.384
H 5.59849 -1.36941 2.46422 0.513
H 2.54347 1.88952 3.14606 0.077
H 1.81797 4.02444 3.36696 0.387
H 0.16364 5.76775 2.65905 0.390
H -1.84479 5.03187 1.17528 0.330
H -2.43333 2.62561 1.39525 0.506
I 1.31626 0.25495 -0.80116 0.123
C 0.40883 -1.57905 -1.31588 -0.007
C 0.80588 -2.26779 -2.49197 -0.373
C 0.20985 -3.44733 -2.95022 -0.809
C -1.07652 -3.81760 -2.38899 -0.708
C -1.67188 -2.94645 -1.46507 0.924
C -2.93269 -3.29684 -0.92043 -0.795
C -3.49215 -2.57703 0.11140 -1.028
C -2.75722 -1.57540 0.67624 -0.469
C -1.51116 -1.17138 0.22791 0.330
C -0.86513 -1.88314 -0.83599 0.592
H 1.74470 -1.87641 -3.00543 0.278
H 0.69278 -4.04368 -3.70358 0.426
H -1.55669 -4.74647 -2.64934 0.417
H -3.44051 -4.18921 -1.25927 0.318
H -4.46476 -2.80776 0.47650 0.461
H -3.18582 -1.06824 1.55866 0.274
Se -2.83908 -2.77120 5.29521 -0.253
C -2.17770 -1.54921 4.16785 0.255
N -1.61537 -0.76443 3.49486 -0.906
Br -5.07486 3.25951 -2.99990 -0.194
C -3.44031 3.45393 -3.96584 0.112
C -3.22635 4.55695 -4.79083 -0.417
C -2.04958 4.71613 -5.47017 -0.409
C -1.07991 3.77125 -5.38805 -0.542
C -1.20106 2.71497 -4.50122 -0.288
C -2.40987 2.51292 -3.75457 0.001
I -2.54884 0.93804 -2.44426 0.297
H -3.96904 5.33658 -4.69867 0.355
H -1.85462 5.61842 -6.06239 0.324
H -0.21562 3.88333 -6.01413 0.379
H -0.28076 2.17654 -4.33517 0.373
```

Kohn-Sham gap, eV: 4.59
Energy above the lowest of the compared OMol25 structures with the same formula, charge and spin, kJ/mol: 138.7
Total charge: 0
Multiplicity: 1
E_LUMO, eV: -2.52
Calculated total energy, a.u.: -7240.8784



Entry 3:
Below is 2 unconnected molecules or ions with the total composition C3H4ClFN, with properties calculated with ωB97M-V with the def2-TZVPD basis set.

XYZ file:
```
10
Properties=species:S:1:pos:R:3:mulliken_charge:R:1
C 0.22895 -2.09780 0.08212 -0.004
C -0.95638 1.18923 0.51566 -0.101
C 0.84259 0.09647 -0.67022 -0.346
N 0.60162 -1.04415 -0.16984 0.071
F -1.66778 1.19883 -0.54015 -0.135
Cl 2.35550 0.94284 -0.24499 -0.073
H -0.05688 -3.01853 0.53594 0.431
H -0.51324 2.08604 0.78034 0.355
H -1.16565 0.34770 1.30705 0.318
H 0.33128 0.29936 -1.59591 0.483
```

Kohn-Sham gap (alpha / beta), eV: 7.42 / 7.74
Energy above the lowest of the compared OMol25 structures with the same formula, charge and spin, kJ/mol: 137.1
Total charge: +1
Multiplicity: 1
E_LUMO (alpha / beta), eV: -6.11 / -5.84
Calculated total energy, a.u.: -731.0650



Entry 4:
Below is a gas-phase ion, C6H8F3N2 (charge +1), with properties calculated with ωB97M-V with the def2-TZVPD basis set.

XYZ file:
```
19
Properties=species:S:1:pos:R:3:mulliken_charge:R:1
C 1.95677 1.27894 -0.08070 -1.331
C 0.72641 0.43098 0.34001 0.966
F 0.89233 -0.35743 1.43191 -0.358
C -0.55003 1.37586 0.56658 -0.674
C -1.82191 0.71030 -0.01212 0.509
F -2.90839 1.47871 -0.13509 -0.198
N -2.01372 -0.52188 -0.17151 -0.457
C -0.98065 -1.34635 -0.18838 0.523
N -0.99873 -2.61905 0.14565 -0.291
C 0.43840 -0.53957 -0.82067 -0.182
F 1.41765 -1.47174 -0.89755 -0.312
H 1.45935 1.80443 -0.88718 0.432
H 2.70421 0.60206 -0.59162 0.352
H 2.45886 1.79923 0.71383 0.346
H -0.43297 2.30082 0.04037 0.357
H -0.79917 1.56036 1.67370 0.360
H -0.13439 -3.25780 0.14871 0.299
H -1.70028 -2.98948 0.65272 0.256
H 0.28624 -0.23839 -1.92866 0.403
```

Kohn-Sham gap, eV: 10.28
Structure (SMILES): C[C@@]1(F)CC(F)=NC(=[NH2+])[C@@H]1F
Energy above the lowest of the compared OMol25 structures with the same formula, charge and spin, kJ/mol: 246.7
Total charge: +1
Multiplicity: 1
E_LUMO, eV: -5.17
Calculated total energy, a.u.: -642.2404



Entry 5:
Below is a molecular structure, C30H37BrN3O5S2V, with properties calculated with ωB97M-V with the def2-TZVPD basis set.

XYZ file:
```
79
Properties=species:S:1:pos:R:3:lowdin_spin:R:1
V 1.51412 -0.39044 -0.76327 2.717
C -1.70578 -1.56537 1.99863 0.001
C -0.46190 -1.75228 1.10740 0.019
O -0.17139 -0.87046 0.28710 0.050
N 0.29379 -2.86383 1.34856 0.010
C 1.31121 -3.33072 0.48193 0.012
C 2.69918 -2.78241 0.85793 0.011
C 3.66197 -3.62911 1.41552 0.000
C 4.86118 -3.11139 1.79107 0.007
C 5.08467 -1.77456 1.44941 -0.001
C 4.07415 -1.08924 0.77025 0.014
N 2.90960 -1.55568 0.48287 0.021
H -2.13816 -0.61704 1.62721 0.000
H -1.36682 -1.36839 3.05175 0.000
H -2.37094 -2.44757 1.93298 0.001
H -0.22468 -3.53376 1.95159 0.000
H 1.24144 -3.03833 -0.56501 0.007
H 1.34345 -4.43390 0.55603 0.001
H 3.33191 -4.62572 1.82596 0.000
H 5.58240 -3.63428 2.36163 0.001
H 6.10086 -1.43477 1.55811 0.000
H 4.22346 -0.01887 0.48716 0.004
C -3.11998 5.40543 2.10665 0.000
C -1.67332 5.85638 1.72545 0.000
C -1.72793 7.03463 0.76462 0.000
C -0.94080 6.32662 3.00532 0.000
C -0.97119 4.64991 1.04548 0.001
C 0.14996 4.08362 1.55406 0.000
C 0.83024 3.06632 0.92492 0.002
Br 2.46936 2.42658 1.80837 0.008
C 0.48159 2.49460 -0.25476 0.009
O 1.13465 1.55186 -0.88924 0.037
C -0.66683 3.09556 -0.81686 0.002
C -1.37731 4.12799 -0.18915 0.000
C -1.18312 2.62174 -2.19300 0.001
C -2.29118 3.48779 -2.87244 0.000
C -1.76263 1.20026 -1.95293 0.006
C -0.04805 2.47799 -3.24477 0.001
H -3.87147 6.24510 1.96051 0.000
H -3.15410 5.19842 3.13249 0.000
H -3.41357 4.54990 1.50141 0.000
H -1.92969 7.88632 1.37656 0.000
H -2.49405 6.85672 -0.00306 0.000
H -0.74836 7.17807 0.25142 0.000
H -1.59543 7.15337 3.29490 0.000
H 0.11597 6.72697 3.01408 0.000
H -0.92639 5.63516 3.87267 0.000
H 0.44643 4.44009 2.56335 0.000
H -2.31216 4.39591 -0.63138 0.000
H -3.19456 3.46906 -2.27914 0.000
H -2.44795 3.07247 -3.88486 0.000
H -2.01149 4.51272 -3.01236 0.000
H -2.44619 1.27412 -1.09059 0.000
H -0.91404 0.49466 -1.77419 0.007
H -2.26063 0.94119 -2.80099 0.000
H 0.48170 3.41977 -3.45630 0.000
H -0.47222 2.10227 -4.21089 0.000
H 0.71913 1.74617 -2.90999 0.002
C 2.54027 -1.16200 -3.45912 0.012
O 2.60344 -1.19782 -2.11646 0.035
H 3.36337 -0.57006 -3.82722 -0.001
H 1.61453 -0.82470 -3.90251 0.002
H 2.74764 -2.07930 -3.98213 0.000
O 2.12881 -6.68711 1.05549 0.000
S 0.76149 -7.17636 0.87580 0.000
O 0.62093 -8.57691 0.61392 0.000
N -0.16641 -6.74198 2.17781 0.000
C -1.13719 -5.90019 1.84087 0.000
S -1.97598 -4.87326 2.92785 0.000
C -1.19502 -5.62897 0.32534 0.000
C -2.05460 -4.79379 -0.42718 0.000
C -1.66379 -4.48577 -1.73057 0.000
C -0.49772 -5.02294 -2.28191 0.000
C 0.21387 -5.99158 -1.63992 0.000
C -0.12068 -6.30825 -0.32577 0.000
H -2.90152 -4.43970 0.17327 0.000
H -2.29065 -3.81813 -2.28951 0.000
H -0.31115 -4.63877 -3.29921 0.000
H 1.05226 -6.42002 -2.15903 0.000
```

Kohn-Sham gap (alpha / beta), eV: 6.55 / 7.91
Energy above the lowest of the compared OMol25 structures with the same formula, charge and spin, kJ/mol: 0.0
Total charge: -1
Multiplicity: 4
⟨S²⟩: 3.7566
E_LUMO (alpha / beta), eV: 2.25 / 2.25
Calculated total energy, a.u.: -6020.3211



Entry 6:
Below is a single C2H5NOP2 molecule, with properties calculated with ωB97M-V with the def2-TZVPD basis set.

XYZ file:
```
11
Properties=species:S:1:pos:R:3:mulliken_charge:R:1
C 1.20066 -0.92088 0.63955 -0.757
C 0.44110 0.11480 0.51830 0.104
N -0.75551 0.14824 -0.27305 0.074
P -1.14822 1.76134 -0.87621 -0.054
P -1.78609 -1.25743 -0.47902 0.254
O -1.20501 -2.60283 -0.19649 -0.448
H 1.20889 -1.71862 -0.10455 0.227
H 2.16918 -0.94456 1.18227 0.257
H 0.38650 0.95564 1.24653 0.228
H -0.48472 2.37467 0.18291 0.035
H -0.02678 2.08963 -1.84023 0.080
```

Kohn-Sham gap, eV: 9.50
Structure (SMILES): C=CN(P)P=O
Energy above the lowest of the compared OMol25 structures with the same formula, charge and spin, kJ/mol: 0.0
Total charge: 0
Multiplicity: 1
E_LUMO, eV: -0.17
Calculated total energy, a.u.: -891.8728



Entry 7:
Below is 3 unconnected molecules or ions with the total composition H6O2S2, with properties calculated with ωB97M-V with the def2-TZVPD basis set.

XYZ file:
```
10
Properties=species:S:1:pos:R:3:mulliken_charge:R:1
S -2.46453 2.85246 -0.03956 -0.168
S -2.65483 1.56157 1.60279 -0.174
H -3.78296 3.04793 -0.16544 0.165
H -1.62634 2.10541 2.24571 0.173
O 3.74915 -2.75019 -0.97316 -0.631
H 3.68876 -2.40500 -0.07834 0.316
H 3.46445 -2.02908 -1.54416 0.312
O 0.18448 -1.05095 -0.26588 -0.621
H 0.20503 -0.15521 -0.63482 0.312
H -0.76322 -1.17694 -0.14715 0.316
```

Kohn-Sham gap, eV: 9.21
Structure (SMILES): SS.O.O
Energy above the lowest of the compared OMol25 structures with the same formula, charge and spin, kJ/mol: 35.5
Total charge: 0
Multiplicity: 1
E_LUMO, eV: 0.03
Calculated total energy, a.u.: -950.4264



Entry 8:
Below is a molecular structure, C51H48N7O4S3V, with properties calculated with ωB97M-V with the def2-TZVPD basis set.

XYZ file:
```
114
Properties=species:S:1:pos:R:3:lowdin_spin:R:1
V 0.46499 -0.40689 1.36360 0.997
C 2.86150 -1.75853 6.93393 0.000
C 3.39714 -1.13183 5.69550 0.000
N 2.70193 -0.78085 4.63876 0.000
C 3.60161 -0.20204 3.77582 0.000
C 4.86645 -0.21102 4.32230 0.001
N 4.70883 -0.80517 5.53118 0.001
C 6.24892 0.20771 3.93193 0.000
O 6.39837 0.80454 2.75994 0.000
O 7.15331 -0.02350 4.68647 0.000
C 3.15442 0.36191 2.49868 0.002
O 3.90013 0.91182 1.70263 0.004
O 1.85842 0.23458 2.25861 -0.003
H 1.86812 -2.15537 6.74212 0.000
H 2.78034 -1.01699 7.72952 0.000
H 3.51259 -2.55700 7.28658 0.000
H 5.48522 -0.94859 6.16645 0.000
H 5.53511 0.92018 2.29963 0.000
N -1.21446 0.13476 0.77672 -0.007
S -2.25703 0.62968 -0.16149 0.003
N -1.83888 1.80643 -1.18409 -0.001
S -0.98194 1.55516 -2.46588 0.000
N 0.21015 0.55572 -2.42022 -0.001
S 1.38861 0.48596 -1.31575 0.010
N 1.24660 -0.63112 -0.31446 0.010
C 2.83006 0.22891 -2.29201 -0.002
C 3.99363 -0.05746 -1.58686 0.000
C 5.16603 -0.23108 -2.30140 0.000
C 5.16013 -0.12618 -3.68830 0.000
C 3.98440 0.15659 -4.37290 0.000
C 2.80127 0.34387 -3.67531 0.000
C 1.58751 2.15669 -0.67301 0.007
C 0.90122 2.59551 0.45775 0.004
C 1.11149 3.89041 0.90543 0.000
C 1.98199 4.73773 0.23502 0.000
C 2.64529 4.29772 -0.90202 0.000
C 2.45233 3.00532 -1.36064 0.001
C -1.95399 0.95342 -3.80266 0.000
C -1.60944 -0.20739 -4.48021 0.000
C -2.42278 -0.61250 -5.52910 0.000
C -3.54091 0.13401 -5.87528 0.000
C -3.86797 1.29427 -5.17929 0.000
C -3.07225 1.71587 -4.13043 0.000
C -0.52207 3.18725 -2.94913 0.000
C 0.10902 3.30307 -4.18440 0.000
C 0.50761 4.55922 -4.60401 0.000
C 0.26784 5.66744 -3.79846 0.000
C -0.36748 5.52963 -2.57152 0.000
C -0.77076 4.27922 -2.13028 0.000
C -3.63530 1.34353 0.66460 0.000
C -3.97457 2.68062 0.50822 0.000
C -5.03478 3.17809 1.25231 0.000
C -5.72666 2.34509 2.12108 0.000
C -5.36838 1.00829 2.26315 0.000
C -4.30974 0.49481 1.53727 0.000
C -2.88411 -0.70711 -1.14020 0.002
C -4.11692 -0.57996 -1.76468 0.000
C -4.53838 -1.60253 -2.60152 0.000
C -3.72793 -2.71278 -2.80311 0.000
C -2.49020 -2.81142 -2.17737 0.000
C -2.05436 -1.80340 -1.33374 0.001
H 3.98182 -0.11754 -0.50635 0.000
H 6.08520 -0.44500 -1.77495 0.000
H 6.07926 -0.26542 -4.23989 0.000
H 3.98757 0.23184 -5.45076 0.000
H 1.88014 0.56246 -4.19260 0.000
H 0.19578 1.98066 1.01025 0.002
H 0.59763 4.23419 1.79278 0.000
H 2.14864 5.73996 0.60479 0.000
H 3.33015 4.95012 -1.42404 0.000
H 2.99117 2.65818 -2.23010 0.000
H -0.73410 -0.76772 -4.19306 0.000
H -2.17553 -1.50759 -6.08238 0.000
H -4.16188 -0.18387 -6.70108 0.000
H -4.73510 1.87385 -5.46240 0.000
H -3.30343 2.62188 -3.58527 0.000
H 0.26609 2.43284 -4.80770 0.000
H 0.99040 4.67637 -5.56331 0.000
H 0.57150 6.64806 -4.13723 0.000
H -0.55362 6.39874 -1.95657 0.000
H -1.26071 4.15166 -1.17825 0.000
H -3.43314 3.30740 -0.18294 0.000
H -5.32082 4.21475 1.14686 0.000
H -6.55483 2.74107 2.69164 0.000
H -5.91500 0.36774 2.93999 0.000
H -4.01051 -0.54025 1.64310 0.000
H -4.73687 0.29035 -1.59613 0.000
H -5.49931 -1.53379 -3.09129 0.000
H -4.06506 -3.50543 -3.45690 0.000
H -1.85933 -3.67118 -2.36004 0.000
H -1.08077 -1.83718 -0.85807 0.001
C -0.11109 -6.40483 0.77765 0.000
N -0.19591 -5.45654 1.92119 0.000
C 0.98565 -5.59705 2.82341 0.000
C -0.36094 -4.04029 1.45766 0.001
C -0.72840 -3.10222 2.58496 -0.002
C -1.58047 -3.50217 3.61512 -0.002
C -1.91874 -2.63756 4.64945 0.001
C -1.38191 -1.35674 4.69036 -0.002
C -0.51160 -0.97574 3.68366 -0.001
C -0.20854 -1.81400 2.61487 -0.030
H 0.02125 -7.41419 1.15911 0.000
H 0.74105 -6.13652 0.15764 0.000
H -1.02677 -6.35191 0.19433 0.000
H -1.02705 -5.70507 2.46322 0.000
H 1.88685 -5.42500 2.23979 0.000
H 1.00286 -6.60210 3.23704 0.000
H 0.91973 -4.86173 3.62181 0.000
H -1.11280 -4.03434 0.66568 0.000
H 0.59883 -3.75076 1.02635 0.001
H -2.02326 -4.49317 3.63439 0.000
H -2.58879 -2.97234 5.42900 0.000
H -1.60716 -0.68771 5.50837 0.000
H -0.03944 0.00051 3.77140 0.000
```

Kohn-Sham gap (alpha / beta), eV: 6.85 / 7.35
Energy above the lowest of the compared OMol25 structures with the same formula, charge and spin, kJ/mol: 69.9
Total charge: +3
Multiplicity: 2
⟨S²⟩: 0.7625
E_LUMO (alpha / beta), eV: -8.00 / -7.50
Calculated total energy, a.u.: -4794.0547



- calculated total energy of number 8 (C51H48N7O4S3V)?
  -4794.0547 a.u.